P:
{"formula": "C7H11N2S", "method": "ωB97M-V/def2-TZVPD", "elements": ["H", "C", "C", "H", "C", "N", "H", "C", "H", "H", "C", "H", "H", "H", "H", "S", "H", "N", "H", "C", "C"], "xyz": [[-1.20965, 0.31960, -2.71508], [-0.12883, -0.85835, 2.56768], [0.95862, -0.03418, 2.58824], [-0.20690, 2.08083, -0.57801], [-1.10245, -2.57026, 1.19185], [-1.55250, -3.69020, 1.24138], [1.29872, 0.61816, 3.36956], [1.68463, 0.21151, 1.37036], [0.47378, 2.60647, -2.92533], [-0.76789, -1.10458, 3.38275], [0.29623, 1.53642, -3.21876], [2.00720, 1.22985, 1.16886], [-2.55364, -3.94942, 1.32297], [2.67253, -0.25654, 1.24793], [-0.17029, 1.78862, -4.22686], [0.53588, -0.41208, 0.08198], [1.16334, 0.82338, -3.46434], [-0.63958, 1.04447, -2.33697], [-1.59559, 0.85533, -0.37524], [-0.75629, 1.21660, -1.01710], [-0.40732, -1.45563, 1.32412]], "mulliken_charge": [0.260, -0.447, -0.472, 0.348, 0.403, -0.400, 0.388, -0.538, 0.310, 0.443, -0.822, 0.380, 0.318, 0.345, 0.322, -0.021, 0.288, -0.039, 0.437, -0.520, 0.017], "homo_lumo_gap_ev": 7.8, "homo_ev": -11.43, "total_charge": 1, "lumo_energy_ev": -3.652}

---

Q:
{"formula": "C7H11N2S", "method": "ωB97M-V/def2-TZVPD", "elements": ["H", "H", "H", "H", "C", "C", "C", "C", "H", "C", "H", "H", "H", "C", "N", "S", "C", "N", "H", "H", "H"], "xyz": [[4.29345, -1.28075, 0.06149], [1.17167, 2.13078, 1.35861], [-3.62748, -0.55851, -0.15802], [-0.76057, 0.98549, -0.49915], [-1.60006, -1.00994, 0.30185], [1.50609, 2.12565, 0.37764], [-1.33443, -1.12455, -1.17742], [-0.49846, -0.13350, -0.35555], [-1.99196, -0.66716, -1.80807], [1.86707, 0.71767, -0.01688], [0.63420, 2.43658, -0.26404], [-0.97494, -2.10649, -1.55728], [-1.40217, -1.66966, 1.09506], [3.36154, -0.86095, -0.06542], [-2.91498, -0.31649, 0.62692], [1.97515, -1.80604, -0.34902], [0.95060, -0.33844, -0.07007], [3.22033, 0.39517, -0.00070], [-2.85584, 0.71172, 0.62925], [2.30128, 2.92352, 0.37751], [-3.32050, -0.55410, 1.49329]], "mulliken_charge": [0.505, 0.341, 0.393, 0.184, -0.111, -1.176, -1.050, 0.468, 0.343, 0.071, 0.292, 0.248, 0.390, -0.116, -0.337, -0.127, 0.182, -0.531, 0.356, 0.323, 0.352], "homo_lumo_gap_ev": 8.3, "homo_ev": -12.06, "total_charge": 1, "lumo_energy_ev": -3.789}

---

Preferred: Q; penalty for the next structure: 0.0575 hartree.

---

P:
{"formula": "C8H12OS", "method": "ωB97M-V/def2-TZVPD", "elements": ["C", "H", "C", "H", "C", "C", "O", "C", "H", "H", "H", "H", "C", "C", "H", "H", "H", "C", "H", "H", "S", "H"], "xyz": [[-0.30462, 0.99767, -0.14076], [-1.45181, -0.66185, -1.49544], [0.43630, -0.99320, -0.04529], [2.32567, 1.26467, -0.37256], [-0.19370, -0.13842, 1.01299], [-1.66769, -0.42007, 1.17517], [-2.40260, -0.48159, -1.27699], [-2.27536, 0.13336, -0.12042], [2.59308, 0.21285, -1.80116], [-2.00729, -1.50132, 1.24747], [0.09095, 2.70606, 1.26591], [2.47042, -1.84484, -0.36981], [0.51468, 0.17009, -1.10871], [1.97427, -0.88985, 0.09304], [-2.01013, 0.15825, 1.98078], [0.40645, 0.04374, 2.00738], [-0.02568, -1.95961, -0.17426], [2.06090, 0.28888, -0.80327], [2.30758, -0.72804, 1.15952], [-3.12701, 0.78968, 0.01590], [-0.08269, 2.70109, -0.05067], [0.36827, 0.15244, -2.19881]], "mulliken_charge": [-0.283, 0.432, -0.251, 0.259, 0.026, -0.863, -0.570, -0.225, 0.282, 0.313, 0.134, 0.232, -0.572, -0.869, 0.396, 0.494, 0.662, -0.585, 0.268, 0.454, -0.197, 0.462], "homo_lumo_gap_ev": 8.0, "homo_ev": -7.21, "lumo_energy_ev": 0.841}

---

Q:
{"formula": "C8H12OS", "method": "ωB97M-V/def2-TZVPD", "elements": ["C", "C", "H", "H", "C", "C", "O", "H", "C", "H", "C", "C", "H", "H", "H", "H", "H", "H", "S", "H", "H", "C"], "xyz": [[1.80579, 0.70895, -0.26104], [3.08712, 0.30160, -0.17419], [-4.66726, -2.13364, -1.39412], [-3.43919, -0.35653, -1.90021], [-4.50987, -1.47370, -0.62191], [4.20978, 0.44449, 0.76474], [-3.25988, 0.14711, 1.80822], [-0.52218, -0.27108, 0.42646], [0.60919, 1.19216, -0.56923], [4.54701, -0.38849, 1.39220], [-3.69592, -0.49060, -0.87150], [-0.72445, 0.43039, -0.34474], [-0.83862, 0.02415, -1.40714], [3.39262, -0.12959, -1.15656], [-4.99343, -1.73570, 0.32248], [5.07527, 0.66838, 0.06236], [4.01801, 1.28704, 1.46034], [-1.49493, 2.02078, 1.09138], [-3.44376, 0.85398, 0.51316], [-1.83343, 2.44630, -0.50591], [0.53246, 2.29784, -0.78644], [-1.72456, 1.50603, 0.09664]], "mulliken_charge": [0.025, -0.118, 0.289, 0.376, -0.638, -0.928, -0.579, 0.376, -0.628, 0.280, -0.218, -0.167, 0.209, 0.262, 0.253, 0.258, 0.305, 0.347, 0.370, 0.449, 0.266, -0.790], "homo_lumo_gap_ev": 9.5, "homo_ev": -8.76, "lumo_energy_ev": 0.785}

---

Preferred: Q; penalty for the next structure: 0.0055 hartree.

---

P:
{"formula": "C5H13N3", "method": "ωB97M-V/def2-TZVPD", "elements": ["H", "H", "N", "C", "H", "H", "H", "N", "H", "H", "C", "C", "C", "H", "H", "H", "N", "C", "H", "H", "H"], "xyz": [[-2.88545, -1.64613, -0.26314], [-0.97399, 2.69614, 0.31474], [1.73034, -0.52741, 2.26722], [-0.91378, 1.09464, -1.85676], [3.77287, -2.10254, 1.01765], [1.53765, -0.32403, 3.23087], [-1.80499, 1.75361, -2.24759], [3.57424, -1.17869, 0.89949], [-0.51095, 1.39152, 1.54911], [-2.39319, -1.03039, -1.77648], [2.65074, -0.79562, 1.63135], [-0.49612, 1.74942, 0.53307], [-0.93167, 0.70302, -0.40677], [3.98865, -0.43049, 0.36787], [-1.63921, -2.48584, -1.03172], [0.60587, 2.17415, 0.34191], [-2.11729, -1.51693, -0.81341], [-1.22069, -0.57252, -0.06320], [-1.11133, -1.12417, 0.86363], [-0.70343, 0.39011, -2.64468], [-0.15827, 1.78214, -1.91318]], "mulliken_charge": [0.345, 0.427, -0.033, -1.624, 0.261, 0.348, 0.365, -0.228, 0.358, 0.406, 0.359, -1.436, 1.167, 0.299, 0.385, 0.300, -0.317, -0.710, 0.402, 0.490, 0.435], "homo_lumo_gap_ev": 9.9, "homo_ev": -16.91, "total_charge": 2, "lumo_energy_ev": -6.981}

---

Q:
{"formula": "C5H13N3", "method": "ωB97M-V/def2-TZVPD", "elements": ["C", "H", "C", "C", "H", "N", "H", "H", "C", "H", "H", "C", "H", "N", "H", "N", "H", "H", "H", "H", "H"], "xyz": [[-0.07593, 0.22568, -2.55266], [-1.12550, -2.73935, -1.94564], [0.37961, 0.71216, 1.31921], [-0.36656, -0.77998, -1.55631], [0.10493, -2.47929, -2.77697], [0.12581, 0.11845, 2.44567], [1.50641, 1.23489, 3.57267], [1.02300, 2.11408, -0.08147], [-1.55497, 0.02723, -1.96054], [-0.69806, -0.46845, 2.37267], [1.20057, -0.64559, 3.92025], [0.85479, 0.36572, 3.63892], [0.35398, 0.84795, 4.47360], [0.76482, 1.85540, 0.85040], [0.44215, 1.07746, -2.45275], [-0.23441, -2.17778, -1.77627], [-2.30130, -0.32699, -2.64734], [-1.73505, 0.97259, -1.57240], [0.17903, -0.05190, -3.50113], [0.62311, 2.66812, 1.46056], [0.53358, -2.55037, -1.23049]], "mulliken_charge": [-0.662, 0.421, 0.411, 0.201, 0.438, -0.119, 0.300, 0.234, -0.609, 0.283, 0.307, -0.754, 0.331, -0.255, 0.186, -0.285, 0.336, 0.292, 0.316, 0.268, 0.359], "homo_lumo_gap_ev": [8.2, 8.4], "homo_ev": [-16.87, -17.06], "total_charge": 2, "lumo_energy_ev": [-8.658, -8.638]}

---

Preferred: P; penalty for the next structure: 0.1415 hartree.

---

P:
{"formula": "C4H16N3", "method": "ωB97M-V/def2-TZVPD", "elements": ["H", "N", "H", "H", "H", "N", "C", "H", "C", "H", "H", "H", "H", "H", "C", "N", "H", "H", "H", "H", "H", "H", "C"], "xyz": [[0.96502, -2.73295, 1.19147], [2.31342, -1.51785, 0.17071], [-3.22200, 1.55093, 0.02303], [2.91225, -1.35782, 0.98960], [0.69387, -0.18923, 0.51311], [-2.24900, 1.81738, 0.18456], [1.56869, -0.28451, -0.13857], [2.16386, -0.12609, -2.01445], [-1.82240, 1.21523, 1.48669], [-1.35868, 0.36040, -1.09841], [2.23366, 0.53565, 0.13625], [1.02437, -3.02114, -0.53484], [-2.00318, 1.78184, -1.88405], [-1.73336, 0.14954, 1.29977], [1.64490, -2.78466, 0.32627], [1.25070, -0.14721, -1.56087], [-2.22842, 2.83898, 0.21509], [-0.48025, 1.97183, -0.96027], [2.38530, -3.56299, 0.49620], [0.84423, -1.03458, -1.85866], [-2.58565, 1.41388, 2.23517], [-0.89798, 1.68321, 1.81483], [-1.41935, 1.44017, -1.03263]], "lowdin_spin": [0.054, 0.699, 0.000, 0.014, 0.026, 0.000, 0.055, 0.000, 0.001, 0.001, 0.001, 0.008, 0.000, 0.001, 0.095, 0.034, 0.000, 0.001, 0.007, 0.001, 0.000, 0.000, 0.002], "homo_lumo_gap_ev": [12.4, 7.2], "homo_ev": [-18.69, -18.54], "total_charge": 2, "s_squared": 0.7542, "lumo_energy_ev": [-6.283, -11.381], "spin_multiplicity": 2}

---

Q:
{"formula": "C4H16N3", "method": "ωB97M-V/def2-TZVPD", "elements": ["H", "H", "C", "C", "H", "N", "N", "H", "H", "H", "H", "H", "H", "H", "H", "C", "C", "H", "H", "H", "H", "H", "N"], "xyz": [[-0.10742, 1.56988, 0.60989], [2.51737, 2.62485, -1.70593], [1.94336, 1.89993, 0.28037], [-1.40989, -1.07239, -0.68404], [-1.26258, -0.93218, 1.46917], [0.78988, 1.18180, 0.99815], [0.65619, -1.39548, 0.71775], [-3.17092, -1.06955, -1.71390], [-1.04948, -2.63595, 0.82787], [2.08239, 2.76362, 0.90704], [1.27830, 1.29965, -1.77337], [-0.84457, -1.63675, -1.46126], [0.77390, 0.04431, 0.89194], [0.96107, -2.02254, 1.51056], [0.79811, 2.95700, -1.25888], [-0.85677, -1.51861, 0.65156], [1.60600, 2.20537, -1.20545], [-1.26263, 0.02003, -0.87482], [2.81161, 1.20773, 0.36505], [-3.39635, -0.94237, -0.11912], [1.14101, -1.66486, -0.18363], [0.72939, 1.37204, 1.97378], [-2.83113, -1.50643, -0.81861]], "lowdin_spin": [0.001, 0.000, 0.000, 0.104, 0.000, 0.001, 0.000, 0.019, 0.001, 0.000, 0.000, 0.012, 0.000, 0.000, 0.000, 0.007, 0.001, 0.055, 0.000, 0.023, 0.000, 0.000, 0.776], "homo_lumo_gap_ev": [11.4, 5.2], "homo_ev": [-18.58, -18.57], "total_charge": 2, "s_squared": 0.7543, "lumo_energy_ev": [-7.166, -13.346], "spin_multiplicity": 2}

---

Preferred: P; penalty for the next structure: 0.0452 hartree.

---

P:
{"formula": "C3H9NO2S2", "method": "ωB97M-V/def2-TZVPD", "elements": ["H", "H", "S", "C", "O", "C", "H", "S", "H", "H", "C", "O", "H", "H", "H", "N", "H"], "xyz": [[-0.86657, -0.68874, 1.37436], [0.97077, 2.63495, 1.50148], [1.50926, -1.41375, 1.05261], [-0.14707, -0.68770, 0.56548], [-1.03722, 0.58306, -1.86580], [-0.66996, -1.42525, -0.60506], [-0.94521, -2.30034, -3.13769], [0.35713, 1.30784, 3.19553], [-0.77671, -2.56049, -0.69388], [0.08542, 0.25450, 0.29321], [-0.83515, -0.67216, -1.83115], [1.26527, 2.78729, 0.61713], [1.15392, 1.89505, 4.27666], [0.42007, 2.97550, 0.12404], [1.29154, -0.72933, 2.24330], [-1.10074, -1.26345, -3.15647], [-0.67474, -0.69699, -3.95376]], "mulliken_charge": [0.415, 0.282, -0.083, -0.395, -0.518, -0.358, 0.226, -0.555, 0.274, 0.363, 0.606, -0.600, 0.148, 0.315, 0.099, -0.503, 0.285], "homo_lumo_gap_ev": 3.5, "homo_ev": -7.99, "lumo_energy_ev": -4.461}

---

Q:
{"formula": "C3H9NO2S2", "method": "ωB97M-V/def2-TZVPD", "elements": ["N", "H", "H", "C", "H", "H", "S", "C", "H", "H", "H", "C", "O", "S", "H", "O", "H"], "xyz": [[-1.26959, 1.43103, -0.27031], [1.11842, 1.37899, 2.79124], [-0.28783, 1.49636, -0.24764], [-0.99962, -1.10114, -0.50972], [0.13400, 2.51358, 2.49072], [3.81524, -1.39163, 0.00807], [3.37407, -1.78492, -1.27110], [-1.76508, 0.13002, -0.05608], [0.93147, 0.00450, -0.41021], [0.19530, -0.20977, -1.97557], [-1.51397, -1.53736, -1.28237], [0.38466, -0.71109, -1.06839], [0.21097, 1.54782, 2.58530], [1.39673, -2.08452, -1.38028], [-1.85092, 2.22087, 0.08698], [-2.89678, 0.01550, 0.35088], [-0.97706, -1.91823, 0.15847]], "mulliken_charge": [-0.381, 0.312, 0.217, -0.557, 0.313, 0.136, -0.236, 0.331, 0.270, 0.429, 0.375, -0.609, -0.630, -0.046, 0.256, -0.613, 0.431], "homo_lumo_gap_ev": 9.0, "homo_ev": -8.77, "lumo_energy_ev": 0.201}

---

Preferred: Q; penalty for the next structure: 0.1892 hartree.

---

P:
{"formula": "C4H8NOS", "method": "ωB97M-V/def2-TZVPD", "elements": ["S", "C", "H", "H", "C", "H", "H", "H", "O", "C", "H", "H", "H", "N", "C"], "xyz": [[0.14044, 2.33504, -0.31059], [1.03707, 0.83195, -0.77670], [-0.35128, -1.16469, 1.82809], [-1.48394, 1.16856, 1.16296], [0.44839, -0.70129, 1.25168], [2.04238, 0.78588, -0.36117], [-1.91675, 1.02376, -0.55829], [1.15805, -1.48067, 0.98497], [-0.17582, -2.41505, -0.78245], [-0.12565, -0.14912, -0.03814], [1.05905, 0.69477, -1.85716], [0.92288, 0.07843, 1.84405], [-0.93194, -0.87615, -1.75276], [-0.73149, -1.16594, -0.78984], [-1.09140, 1.03450, 0.15535]], "mulliken_charge": [-0.268, -0.870, 0.433, 0.283, -1.622, 0.343, 0.396, 0.365, -0.828, 1.063, 0.317, 0.418, 0.215, -0.241, -1.003], "homo_lumo_gap_ev": 4.7, "homo_ev": -1.35, "total_charge": -1, "lumo_energy_ev": 3.327}

---

Q:
{"formula": "C4H8NOS", "method": "ωB97M-V/def2-TZVPD", "elements": ["H", "C", "H", "O", "C", "H", "N", "H", "S", "H", "C", "H", "H", "C", "H"], "xyz": [[-0.35570, -0.56903, 1.57851], [0.40604, 1.60655, -0.63333], [0.23045, 2.52203, -0.04623], [-2.35183, -0.18266, 0.92335], [-1.86884, 0.40162, -0.00684], [1.44603, 1.40073, -0.24867], [0.31901, -0.39029, 0.78123], [-2.26205, 1.24255, -0.67054], [0.18846, 1.81064, -2.35237], [0.40963, -2.46534, -0.00655], [-0.43861, 0.13062, -0.32080], [2.05077, -1.41617, 0.23012], [1.42254, -2.12326, 1.45558], [1.05503, -1.67099, 0.56612], [-0.25093, -0.29700, -1.24959]], "mulliken_charge": [0.262, -0.800, 0.251, -0.581, 0.179, 0.275, -0.404, 0.267, -0.635, 0.272, -0.234, 0.284, 0.378, -0.945, 0.430], "homo_lumo_gap_ev": 6.2, "homo_ev": -2.46, "total_charge": -1, "lumo_energy_ev": 3.721}

---

Preferred: Q; penalty for the next structure: 0.0401 hartree.